A molecular structure, C25H27GeN2O2PtS2 at a distorted geometry. Source: OMol25; level of theory: the ωB97M-V functional and the def2-TZVPD basis.

The geometry in XYZ format:
```
60
Properties=species:S:1:pos:R:3:mulliken_charge:R:1
Pt -0.0625 -0.3109 0.3952 1.940
Ge 0.0113 2.0010 -2.3334 0.496
S 2.1238 -2.5152 0.7432 1.073
S -0.5005 1.8136 1.4680 -0.507
O 2.4689 -1.2251 1.3033 -0.757
O 2.5117 -3.6792 1.5121 -0.730
N -1.9120 -1.5805 0.1015 -0.353
N 0.5656 -2.4233 0.4143 -0.495
C -1.1476 -5.6480 -0.0524 -0.893
C -0.4207 1.2066 3.1050 0.663
C -2.7437 -3.8430 -0.1977 0.772
C 0.0831 -0.5750 4.6509 -0.739
C -1.6917 -2.9181 0.0370 0.261
C -1.8807 2.4919 -1.9540 -1.123
C 4.2198 -1.5146 -2.5698 -0.708
C -4.2339 -1.9507 -0.2967 -0.872
C -2.4413 -5.2135 -0.2523 -0.891
C 2.9624 -3.7835 -1.5821 -0.420
C -4.0438 -3.3179 -0.3599 -0.659
C 4.2294 -2.6907 -3.3031 -0.365
C 2.9706 -2.6128 -0.8468 0.281
C -0.6812 1.5431 5.4742 -0.427
C -3.1480 -1.1155 -0.0762 -0.144
C 3.6006 -1.4814 -1.3314 -0.133
C 0.1980 1.7477 -4.3196 -1.306
C 0.0031 -0.0984 3.3608 -0.354
C -0.1095 -4.7590 0.1844 -0.870
C -0.7641 2.0251 4.1811 -0.610
C -0.2625 0.2424 5.7186 -0.514
C 1.1478 3.5574 -1.8256 -1.187
C -0.3582 -3.3887 0.2206 0.499
C 0.6424 0.3535 -1.4867 -0.996
C 3.6025 -3.8230 -2.8095 -0.646
H 1.2137 1.4503 -4.5651 0.362
H 0.4319 -1.5841 4.8251 0.427
H 2.1611 3.4372 -2.1991 0.368
H -5.2216 -1.5260 -0.4150 0.373
H -0.1944 -0.1271 6.7325 0.345
H 0.8890 -5.1146 0.3851 0.568
H 3.6087 -4.7380 -3.3851 0.389
H 0.2968 -0.7344 2.5188 0.129
H 1.1812 3.6300 -0.7437 0.353
H -0.9352 2.1898 6.3049 0.334
H -2.5578 1.7118 -2.2918 0.288
H 0.4845 -0.5029 -2.1468 0.395
H 3.6022 -0.5931 -0.7201 0.536
H -0.9285 -6.7068 -0.0827 0.371
H -0.4668 0.9603 -4.6621 0.359
H -3.2387 -5.9216 -0.4267 0.358
H -4.8706 -3.9894 -0.5339 0.411
H -2.1554 3.4282 -2.4374 0.404
H -3.2618 -0.0413 -0.0249 0.549
H 1.7158 0.4514 -1.3050 -0.049
H -1.0910 3.0347 3.9870 0.394
H 4.7377 -2.7296 -4.2565 0.374
H 2.4695 -4.6611 -1.1944 0.233
H 0.7484 4.4871 -2.2224 0.368
H -1.9947 2.6108 -0.8805 0.306
H -0.0321 2.6535 -4.8692 0.372
H 4.6934 -0.6251 -2.9621 0.397
```

ΔE to the lowest compared entry with this formula, charge and spin: 169.07 kJ/mol
Charge: -1
Orbital gap (spin up / spin down): 5.7 / 5.8 eV
Calculated total energy: -4221.4860 hartree